Record 1
A molecular structure, C58H56N8RuS3, computed with ωB97M-V/def2-TZVPD.

```
126
Properties=species:S:1:pos:R:3:mulliken_spin:R:1
Ru -0.87 -1.67 -0.81 0.806
C -0.35 -4.68 2.15 0.004
C -0.42 -3.18 2.46 -0.003
C -1.77 -2.53 2.23 -0.005
N -2.13 -2.27 0.83 -0.017
C -3.37 -2.44 0.46 -0.006
C -4.32 -3.25 1.17 0.032
C -5.69 -3.25 1.18 -0.009
C -6.59 -2.41 0.51 0.040
C -6.24 -1.54 -0.49 -0.020
C -5.01 -1.33 -1.11 0.044
C -3.73 -1.85 -0.85 -0.013
N -2.70 -1.71 -1.70 -0.002
C -3.00 -1.09 -2.98 0.001
C -1.90 -1.20 -4.03 0.000
C -0.59 -0.55 -3.56 0.001
N 0.03 -1.45 -2.61 -0.019
C 0.74 -2.48 -3.02 -0.031
C 1.31 -2.56 -4.32 0.086
C 2.24 -3.43 -4.85 -0.047
C 2.84 -4.55 -4.30 0.099
C 2.52 -5.11 -3.08 -0.053
C 1.57 -4.74 -2.14 0.135
C 0.71 -3.63 -2.09 -0.072
N -0.27 -3.53 -1.18 -0.027
C -0.64 -4.71 -0.42 0.009
C 0.26 -5.03 0.80 -0.009
H 0.25 -5.17 2.92 0.000
H -1.35 -5.12 2.23 0.000
H -0.18 -3.01 3.52 0.000
H 0.34 -2.65 1.88 0.005
H -2.52 -3.12 2.74 0.000
H -1.79 -1.56 2.74 0.003
H -3.88 -4.00 1.80 0.001
H -6.14 -3.98 1.84 0.000
H -7.64 -2.49 0.77 0.003
H -7.06 -0.96 -0.92 -0.001
H -5.05 -0.65 -1.94 0.009
H -3.91 -1.54 -3.39 -0.002
H -3.21 -0.02 -2.84 0.003
H -1.71 -2.24 -4.30 0.000
H -2.26 -0.69 -4.93 0.000
H 0.05 -0.28 -4.40 -0.003
H -0.84 0.37 -3.04 0.003
H 1.02 -1.77 -5.00 0.008
H 2.54 -3.19 -5.87 -0.002
H 3.60 -5.05 -4.89 0.007
H 3.07 -6.01 -2.82 -0.004
H 1.47 -5.42 -1.31 0.019
H -1.67 -4.57 -0.09 0.001
H -0.65 -5.56 -1.10 0.001
H 0.49 -6.09 0.78 -0.002
H 1.21 -4.50 0.68 0.006
N 0.97 -1.34 0.13 0.011
S 1.85 -0.39 0.76 0.010
N 2.09 1.12 0.08 0.001
S 1.41 2.43 0.55 0.002
N -0.10 2.54 0.82 0.001
S -1.24 1.82 -0.17 0.002
N -1.19 0.41 -0.41 -0.014
C -2.71 2.34 0.69 0.001
C -3.90 1.96 0.10 0.001
C -5.09 2.16 0.78 0.001
C -5.08 2.72 2.05 0.001
C -3.87 3.08 2.65 0.000
C -2.68 2.89 1.97 0.001
C -1.15 2.92 -1.59 0.002
C -1.95 4.04 -1.72 0.001
C -1.78 4.87 -2.83 0.000
C -0.80 4.57 -3.77 0.000
C 0.01 3.45 -3.61 0.000
C -0.17 2.62 -2.52 -0.001
C 2.15 3.08 2.03 0.000
C 1.39 3.58 3.06 0.000
C 2.03 4.12 4.17 0.000
C 3.42 4.15 4.22 0.000
C 4.17 3.65 3.17 0.000
C 3.54 3.11 2.06 0.000
C 1.95 3.61 -0.67 0.001
C 1.34 4.85 -0.64 0.000
C 1.75 5.81 -1.56 0.000
C 2.75 5.52 -2.47 0.000
C 3.35 4.26 -2.48 0.000
C 2.95 3.29 -1.57 0.000
C 3.53 -0.98 0.81 0.003
C 3.69 -2.27 1.30 0.002
C 4.95 -2.83 1.31 0.000
C 6.04 -2.12 0.82 0.000
C 5.87 -0.84 0.32 0.000
C 4.61 -0.25 0.32 0.000
C 1.49 0.00 2.47 0.003
C 0.15 0.14 2.76 0.008
C -0.23 0.45 4.06 0.000
C 0.73 0.60 5.05 0.000
C 2.08 0.45 4.74 0.000
C 2.47 0.15 3.45 0.002
H -3.90 1.49 -0.88 -0.005
H -6.03 1.86 0.33 -0.001
H -6.00 2.86 2.59 0.000
H -3.87 3.50 3.64 0.000
H -1.74 3.16 2.42 0.000
H -2.71 4.28 -0.98 0.000
H -2.41 5.74 -2.95 0.000
H -0.67 5.22 -4.63 0.000
H 0.77 3.23 -4.34 0.000
H 0.46 1.75 -2.38 -0.001
H 0.31 3.55 3.00 0.000
H 1.45 4.51 4.99 0.000
H 3.91 4.57 5.08 0.000
H 5.25 3.67 3.21 0.000
H 4.12 2.70 1.24 0.000
H 0.55 5.06 0.07 0.000
H 1.28 6.78 -1.56 0.000
H 3.07 6.27 -3.18 0.000
H 4.13 4.04 -3.20 0.000
H 3.38 2.30 -1.59 0.000
H 2.83 -2.82 1.66 -0.001
H 5.09 -3.84 1.69 0.000
H 7.02 -2.57 0.82 0.000
H 6.71 -0.29 -0.07 0.000
H 4.46 0.74 -0.07 0.000
H -0.59 0.01 1.98 -0.005
H -1.28 0.56 4.30 0.000
H 0.43 0.83 6.06 0.000
H 2.83 0.56 5.52 0.000
H 3.52 0.03 3.21 0.000
```

The expectation value of S² is 0.782. Its HOMO energy (alpha / beta) is -8.31 / -8.20 eV. The total charge is +1. The energy above the lowest of the compared OMol25 structures with the same formula, charge and spin comes out at 18.7 kJ/mol. As for the spin multiplicity: 2.



Record 2
A single C21H30N2O3 molecule, computed with ωB97M-V/def2-TZVPD.

```
56
Properties=species:S:1:pos:R:3:lowdin_charge:R:1
C 1.07 0.61 -4.58 -0.058
C 1.04 1.11 -3.13 -0.243
O -0.12 0.71 -2.45 -0.075
C -0.25 -0.57 -1.99 -0.224
C 0.75 -1.54 -2.06 -0.024
C 0.53 -2.81 -1.57 -0.089
C -0.69 -3.14 -1.01 -0.090
C -1.68 -2.18 -0.93 -0.051
C -1.48 -0.90 -1.40 -0.134
C -2.59 0.14 -1.30 -0.123
N -2.63 0.99 -0.13 -0.148
C -2.84 0.35 1.15 -0.149
C -1.55 -0.13 1.80 -0.147
N -0.62 0.99 1.98 -0.131
C 0.59 0.53 2.68 -0.093
C 1.39 -0.51 1.95 -0.250
C 2.37 -0.41 1.01 -0.018
C 2.75 -1.73 0.69 -0.039
C 1.98 -2.55 1.46 -0.334
C 1.92 -4.03 1.58 -0.008
O 1.15 -1.81 2.22 0.082
C -0.34 1.66 0.71 -0.278
C 0.48 2.95 0.91 -0.116
C 0.09 3.77 2.16 -0.260
O -1.24 3.64 2.55 -0.087
C -1.65 2.04 -0.01 -0.125
H 1.96 0.99 -5.08 0.078
H 1.08 -0.48 -4.61 0.068
H 0.19 0.96 -5.11 0.081
H 1.94 0.79 -2.59 0.115
H 1.00 2.20 -3.12 0.125
H 1.71 -1.31 -2.49 0.106
H 1.32 -3.55 -1.63 0.107
H -0.87 -4.14 -0.64 0.100
H -2.64 -2.44 -0.50 0.115
H -3.55 -0.39 -1.34 0.125
H -2.52 0.80 -2.17 0.125
H -3.53 -0.49 1.03 0.120
H -3.32 1.09 1.81 0.126
H -1.77 -0.54 2.79 0.130
H -1.10 -0.93 1.19 0.108
H 0.26 0.11 3.63 0.136
H 1.22 1.39 2.87 0.116
H 2.77 0.49 0.60 0.107
H 3.50 -2.03 -0.01 0.110
H 2.66 -4.48 0.92 0.084
H 0.93 -4.39 1.32 0.073
H 2.13 -4.34 2.61 0.084
H 0.23 0.98 0.05 0.126
H 1.55 2.71 0.98 0.102
H 0.34 3.55 0.02 0.112
H 0.75 3.50 3.00 0.104
H 0.25 4.84 1.95 0.116
H -1.40 2.69 2.68 0.064
H -1.41 2.40 -1.01 0.123
H -2.13 2.85 0.55 0.125
```

As for the structure (SMILES): CCOc1ccccc1CN1CCN(Cc2ccc(C)o2)[C@H](CCO)C1. Its HOMO energy is -7.82 eV. The total charge is 0. The energy above the lowest of the compared OMol25 structures with the same formula, charge and spin comes out at 318.4 kJ/mol.



Record 3
A molecular structure, C4H9Cl2FN2O2S2 in a non-equilibrium geometry, computed with ωB97M-V/def2-TZVPD.

```
22
Properties=species:S:1:pos:R:3:lowdin_charge:R:1
C -1.90 -1.60 0.92 -0.118
C 1.66 1.82 -1.80 -0.156
C -1.63 -0.16 0.61 -0.307
C 3.44 0.02 0.93 -1.361
N 1.93 0.54 -1.20 -0.701
N -0.21 0.00 0.64 -0.103
O 0.93 -1.80 -1.04 -0.313
O -0.37 -0.01 -2.19 -0.295
F 0.01 1.40 0.64 -0.130
S 3.35 -0.17 -0.89 0.887
S 0.56 -0.41 -1.14 0.695
Cl 4.93 -0.70 1.49 0.570
Cl 3.42 1.74 1.45 0.525
H -1.35 -1.98 1.78 0.075
H -3.03 -1.81 1.23 0.119
H -1.86 -2.35 0.12 0.073
H 2.58 2.21 -2.26 0.090
H 0.92 1.70 -2.63 0.086
H 1.18 2.47 -0.93 0.119
H -1.96 0.04 -0.45 0.117
H -2.09 0.52 1.39 0.149
H 2.56 -0.38 1.30 -0.021
```

Its HOMO energy is -9.86 eV. The total charge is 0. The energy above the lowest of the compared OMol25 structures with the same formula, charge and spin comes out at 0.0 kJ/mol.



Record 4
A single C5H10N4 molecule in a non-equilibrium geometry, computed with ωB97M-V/def2-TZVPD.

```
19
Properties=species:S:1:pos:R:3:lowdin_charge:R:1
C -2.43 0.19 -0.86 -0.093
C -1.71 -0.67 0.08 -0.160
C -0.76 -0.20 0.91 -0.189
N -0.42 1.18 1.12 -0.028
N 0.36 2.01 0.40 -0.041
N 1.01 1.65 -0.58 -0.031
N 0.96 0.36 -1.01 -0.039
C 1.60 -0.71 -0.73 -0.235
C 2.57 -0.64 0.40 -0.082
H -2.72 1.19 -0.52 0.089
H -3.27 -0.35 -1.18 0.055
H -1.78 0.26 -1.66 0.052
H -1.78 -1.81 0.09 0.129
H -0.33 -0.92 1.65 0.110
H -1.10 1.68 1.59 0.089
H 1.39 -1.61 -1.45 0.144
H 2.90 -1.64 0.67 0.070
H 2.14 0.03 1.11 0.047
H 3.39 0.01 -0.06 0.113
```

As for the structure (SMILES): C/C=C\N/N=N\N=C/C. Its HOMO energy is -8.43 eV. The total charge is 0. The energy above the lowest of the compared OMol25 structures with the same formula, charge and spin comes out at 503.1 kJ/mol.



| no. | total energy (eV) |
| --- | --- |
| 1 | -108050.897 |
| 2 | -31385.614 |
| 3 | -60797.512 |
| 4 | -11302.664 |